## 1
# C3H3ClO2

One molecule with the formula C3H3ClO2 (the ωB97M-V functional and the def2-TZVPD basis, the OMol25 dataset).

```
9
Properties=species:S:1:pos:R:3
O -1.314 -2.004 -0.174
C -0.740 -0.958 -0.149
O -1.262 0.232 -0.602
C -0.081 0.989 -0.127
C 0.528 -0.266 0.397
Cl 2.054 -0.796 -0.376
H -0.351 1.736 0.597
H 0.366 1.433 -1.012
H 0.799 -0.367 1.447
```

Output
E_HOMO = -10.85 eV
Molar mass = 106.51 u
SMILES = O=C1OC[C@@H]1Cl

***

## 2
# C3H3ClO2

One molecule with the formula C3H3ClO2 (the ωB97M-V functional and the def2-TZVPD basis, the OMol25 dataset).

```
9
Properties=species:S:1:pos:R:3
O 1.246 1.269 2.604
C 1.276 0.682 1.601
O 1.701 -0.432 1.005
C 0.969 0.587 0.062
C -0.484 0.053 -0.308
Cl -1.729 0.865 0.676
H 1.718 0.985 -0.562
H -0.346 -0.946 -0.021
H -0.495 0.171 -1.385
```

Output
E_HOMO = -10.27 eV
Molar mass = 106.51 u
SMILES = O=C1O[C@H]1CCl

***

## 3
# C3H3ClO2

One molecule with the formula C3H3ClO2 (the ωB97M-V functional and the def2-TZVPD basis, the OMol25 dataset).

```
9
Properties=species:S:1:pos:R:3
C -0.698 -1.389 -0.101
C -1.026 0.079 -0.056
C 1.110 1.218 0.126
O 0.501 -1.706 0.105
O -0.150 1.088 0.045
Cl 2.484 0.144 -0.186
H -1.571 -1.991 -0.301
H -2.001 0.446 -0.090
H 1.351 2.111 0.459
```

Output
E_HOMO (spin up / spin down) = -8.30 / -7.97 eV
Molar mass = 106.51 u

***

Stability verdict: 1, ahead by 0.0495 hartree

***

## 1
# C8H8O5

One molecule with the formula C8H8O5 (the ωB97M-V functional and the def2-TZVPD basis, the OMol25 dataset).

```
21
Properties=species:S:1:pos:R:3
C -0.391 1.924 -1.473
C -0.231 0.529 -0.971
C -1.101 -0.595 -1.572
C 0.608 0.232 0.086
O 0.548 -0.989 0.696
C -0.750 -1.181 1.104
O -1.502 -0.290 1.187
C -1.004 -2.646 1.455
O -1.926 -3.313 1.097
C 1.518 1.153 0.866
O 2.888 1.132 0.426
C 2.613 0.579 1.611
O 3.087 -0.004 2.516
H -0.055 2.020 -2.490
H 0.324 2.692 -0.922
H -1.552 2.138 -1.528
H -0.828 -1.459 -1.167
H -1.022 -0.539 -2.687
H -2.189 -0.561 -1.397
H -0.173 -3.097 2.080
H 1.140 2.274 1.081
```

Output
E_HOMO = -9.49 eV
Molar mass = 184.15 u
SMILES = CC(C)=C(OC(=O)C=O)[C@@H]1OC1=O

***

## 2
# C8H8O5

One molecule with the formula C8H8O5 (the ωB97M-V functional and the def2-TZVPD basis, the OMol25 dataset).

```
21
Properties=species:S:1:pos:R:3
O -1.080 0.116 -2.951
C -0.495 0.493 -1.852
C 0.027 -0.154 -0.777
C 0.525 0.821 0.078
C 1.303 0.692 1.266
C 1.638 -0.550 1.834
C 0.976 -1.754 1.622
C -0.335 -1.984 1.184
O -0.881 -3.195 0.879
O -1.437 -1.205 1.221
O 0.508 2.081 -0.478
C -0.288 1.973 -1.656
O -1.389 2.831 -1.443
H -0.793 -0.704 -3.293
H 1.787 1.467 1.650
H 2.423 -0.553 2.445
H 1.431 -2.818 1.758
H -1.825 -3.231 0.770
H -1.207 -0.415 1.638
H 0.356 2.358 -2.400
H -1.243 3.732 -1.495
```

Output
E_HOMO (spin up / spin down) = -7.50 / -7.50 eV
Molar mass = 184.15 u
SMILES = OC1=C=C(/C=C\C=C(O)O)O[C@@H]1O

***

Stability verdict: 1, ahead by 0.0557 hartree

***

## 1
# CH3BrClN

A 2-piece molecular cluster, CH3BrClN overall (the ωB97M-V functional and the def2-TZVPD basis, the OMol25 dataset).

```
7
Properties=species:S:1:pos:R:3
C 0.419 -0.383 -0.115
N -0.103 0.574 -0.843
Cl -1.308 -0.713 1.694
Br 1.904 0.002 1.003
H 0.217 -1.441 -0.194
H -0.218 1.459 -0.208
H -0.912 0.502 -1.336
```

Output
E_HOMO = -9.22 eV
Molar mass = 144.40 u

***

## 2
# CH3BrClN

A 2-piece molecular cluster, CH3BrClN overall (the ωB97M-V functional and the def2-TZVPD basis, the OMol25 dataset).

```
7
Properties=species:S:1:pos:R:3
C -1.504 -0.176 0.176
N 1.604 0.258 -0.592
Cl 2.104 1.802 0.041
Br 2.728 -1.135 -0.238
H -0.955 -1.031 0.394
H -2.107 0.367 0.981
H -1.870 -0.085 -0.762
```

Output
E_HOMO (spin up / spin down) = -8.89 / -9.93 eV
Molar mass = 144.40 u

***

Stability verdict: 1, ahead by 0.1487 hartree

***

## 1
# C3H2O

One molecule with the formula C3H2O (the ωB97M-V functional and the def2-TZVPD basis, the OMol25 dataset).

```
6
Properties=species:S:1:pos:R:3
C -0.738 -0.262 0.949
C 0.037 -1.032 0.385
C 0.570 -0.034 -0.630
O 1.421 -0.170 -1.458
H -1.339 0.567 1.262
H 0.050 0.931 -0.509
```

Output
E_HOMO = -10.26 eV
Molar mass = 54.05 u
SMILES = C#CC=O

***

## 2
# C3H2O

One molecule with the formula C3H2O (the ωB97M-V functional and the def2-TZVPD basis, the OMol25 dataset).

```
6
Properties=species:S:1:pos:R:3
C -1.471 -0.349 0.014
C -0.322 -0.090 0.181
C 1.073 0.252 0.006
O 1.920 -0.622 0.028
H -2.611 -0.415 -0.189
H 1.410 1.224 -0.039
```

Output
E_HOMO = -10.59 eV
Molar mass = 54.05 u
SMILES = C#CC=O

***

Stability verdict: 2, ahead by 0.0674 hartree

***

## 1
# C3H2O

One molecule with the formula C3H2O (the ωB97M-V functional and the def2-TZVPD basis, the OMol25 dataset).

```
6
Properties=species:S:1:pos:R:3
C 0.896 0.008 0.019
C 1.739 1.003 0.001
C -0.619 -0.006 0.000
O 0.211 -1.177 0.003
H -1.064 0.083 0.997
H -1.164 0.090 -1.020
```

Output
E_HOMO = -10.00 eV
Molar mass = 54.05 u

***

## 2
# C3H2O

One molecule with the formula C3H2O (the ωB97M-V functional and the def2-TZVPD basis, the OMol25 dataset).

```
6
Properties=species:S:1:pos:R:3
C 0.792 -1.023 0.036
C 0.855 1.059 -0.082
C 1.792 -0.013 0.018
O 2.983 -0.004 0.008
H -0.345 -1.224 0.082
H -0.036 0.862 0.378
```

Output
E_HOMO (spin up / spin down) = -9.76 / -9.76 eV
Molar mass = 54.05 u

***

Stability verdict: 1, ahead by 0.0547 hartree

***

## 1
# C22H23N6O3PtS4Se

C22H23N6O3PtS4Se as an isolated structure (the ωB97M-V functional and the def2-TZVPD basis, the OMol25 dataset).

```
60
Properties=species:S:1:pos:R:3
Pt 2.303 -0.951 -0.422
S 3.966 -0.306 1.101
C 2.667 0.683 1.583
N 1.615 0.482 0.844
C 0.502 1.228 1.218
C -0.776 1.179 0.681
C -1.734 2.017 1.218
C -1.423 2.892 2.262
C -0.152 2.931 2.807
C 0.810 2.077 2.283
S 2.473 1.862 2.814
H -1.003 0.491 -0.123
H -2.742 1.995 0.826
H -2.189 3.546 2.657
H 0.086 3.599 3.624
N -3.884 -0.218 4.598
C -2.781 -0.810 4.053
C -1.499 -0.304 4.316
C -0.390 -0.882 3.741
C -0.542 -1.981 2.899
C -1.806 -2.500 2.630
C -2.914 -1.920 3.205
S 0.856 -2.634 2.103
O 0.719 -4.038 1.899
O 2.033 -2.078 2.693
N 0.774 -1.885 0.563
C 0.129 -2.453 -0.497
N -0.904 -3.276 -0.398
C -1.336 -3.782 -1.544
C -0.753 -3.489 -2.778
C 0.271 -2.571 -2.777
N 0.686 -2.015 -1.636
H -3.769 0.459 5.330
H -4.770 -0.689 4.557
H -1.387 0.544 4.981
H 0.604 -0.518 3.963
H -1.902 -3.354 1.973
H -3.900 -2.327 3.013
H -2.181 -4.457 -1.476
H -1.097 -3.945 -3.693
H 0.764 -2.256 -3.688
C 0.839 3.868 -1.462
C 0.845 3.180 -2.819
S 0.878 1.398 -2.600
O 2.209 1.120 -1.930
C 1.094 0.894 -4.318
C -0.240 0.696 -5.025
H 0.893 4.947 -1.595
H 1.702 3.555 -0.876
H -0.068 3.636 -0.902
H 1.725 3.442 -3.408
H -0.060 3.401 -3.392
H 1.664 -0.034 -4.240
H 1.723 1.632 -4.816
H -0.871 -0.015 -4.490
H -0.071 0.312 -6.031
H -0.789 1.633 -5.121
Se 5.164 -1.162 -4.101
C 4.275 -1.349 -2.643
N 3.667 -1.497 -1.633
```

Output
Net charge = +1
E_HOMO (spin up / spin down) = -10.77 / -10.77 eV
Molar mass = 821.77 u

***

## 2
# C22H23N6O3PtS4Se

C22H23N6O3PtS4Se as an isolated structure (the ωB97M-V functional and the def2-TZVPD basis, the OMol25 dataset).

```
60
Properties=species:S:1:pos:R:3
Pt 0.940 -0.022 1.094
S 1.300 0.647 3.456
C 2.852 0.625 2.744
N 2.886 0.400 1.457
C 4.178 0.298 0.942
C 4.536 0.073 -0.380
C 5.881 0.023 -0.683
C 6.852 0.173 0.314
C 6.497 0.403 1.629
C 5.142 0.477 1.932
S 4.387 0.776 3.487
H 3.771 -0.066 -1.134
H 6.190 -0.132 -1.707
H 7.898 0.108 0.049
H 7.245 0.522 2.401
N -4.523 -1.582 -3.928
C -3.231 -1.277 -3.591
C -2.708 -0.003 -3.863
C -1.426 0.323 -3.477
C -0.646 -0.627 -2.823
C -1.145 -1.894 -2.547
C -2.428 -2.221 -2.935
S 0.935 -0.189 -2.241
O 1.608 0.671 -3.162
O 1.593 -1.357 -1.737
N 0.577 0.658 -0.849
C 0.329 1.939 -0.563
N 0.005 2.895 -1.421
C -0.206 4.093 -0.892
C -0.122 4.359 0.479
C 0.194 3.299 1.297
N 0.422 2.097 0.777
H -5.047 -0.959 -4.513
H -4.844 -2.530 -3.861
H -3.324 0.721 -4.381
H -1.010 1.301 -3.685
H -0.510 -2.613 -2.046
H -2.823 -3.210 -2.737
H -0.465 4.877 -1.595
H -0.302 5.343 0.881
H 0.269 3.392 2.374
C -3.909 -1.240 0.741
C -3.622 0.234 0.992
S -2.059 0.534 1.829
O -1.093 -0.355 0.999
C -2.347 -0.362 3.401
C -1.649 -1.715 3.438
H -4.697 -1.331 -0.005
H -4.242 -1.751 1.644
H -3.022 -1.739 0.353
H -4.376 0.723 1.611
H -3.533 0.779 0.050
H -3.426 -0.454 3.522
H -1.964 0.304 4.174
H -2.065 -2.400 2.701
H -1.774 -2.154 4.427
H -0.585 -1.617 3.238
Se 0.533 -4.410 0.051
C 0.901 -2.921 0.833
N 1.205 -1.936 1.437
```

Output
Net charge = +1
E_HOMO = -10.57 eV
Molar mass = 821.77 u

***

Stability verdict: 2, ahead by 0.0345 hartree